# 1
The following is a DFT calculation (ωB97M-V/def2-TZVPD) of a 7-piece molecular cluster, C9H32O7 overall.

Element x y z (Å)
1 C 2.6199 2.1730 -0.4950
2 C 4.0816 2.4295 -0.5985
3 C 4.8173 1.0245 -0.5435
4 O 4.4162 3.0704 -1.8820
5 H 2.0607 3.1332 -0.5950
6 H 2.3442 1.7586 0.4619
7 H 2.2322 1.4115 -1.1894
8 H 4.5519 3.0184 0.2069
9 H 5.8937 1.1978 -0.7160
10 H 4.4140 0.4367 -1.3150
11 H 4.6494 0.6253 0.4416
12 H 3.7661 3.7243 -2.0515
13 C -0.8446 4.3991 2.3290
14 C -0.7781 3.6012 0.9869
15 C -2.1848 3.2070 0.5250
16 O -0.2474 4.4042 -0.0683
17 H -1.4495 5.3322 2.2740
18 H 0.1102 4.5979 2.7338
19 H -1.4397 3.8485 3.0458
20 H -0.0779 2.7056 1.1164
21 H -2.5953 2.4163 1.1453
22 H -2.1890 2.8018 -0.4461
23 H -2.8932 4.0831 0.4918
24 H -0.1104 5.3403 0.2539
25 C -2.5028 -4.9687 0.4922
26 C -1.1313 -5.2123 -0.0501
27 C -1.1016 -5.8437 -1.4192
28 O -0.4599 -3.9213 0.0074
29 H -3.0974 -5.8671 0.5015
30 H -2.9857 -4.2274 -0.1212
31 H -2.3412 -4.6222 1.5018
32 H -0.6630 -5.9174 0.6247
33 H -1.5817 -6.8474 -1.3852
34 H -0.0467 -5.8100 -1.7519
35 H -1.6774 -5.3143 -2.1613
36 H -1.1300 -3.1887 -0.0052
37 O 1.4875 -1.5152 0.4934
38 H 0.5531 -1.5898 0.6416
39 H 1.8021 -2.4058 0.7273
40 O -4.1206 -0.2831 0.4690
41 H -4.4333 0.5087 0.9195
42 H -4.7985 -0.4293 -0.1824
43 O 0.3504 0.1854 -1.5670
44 H 0.3090 -0.2052 -2.4853
45 H 0.8463 -0.4921 -1.1378
46 O -1.3247 -1.2155 0.1147
47 H -2.1987 -0.8550 0.2988
48 H -0.9012 -0.7034 -0.6370

Atomic forces in eV per Å
C -1.2 0.9 0.0
C 1.8 -1.4 -0.9
C 0.6 3.0 0.1
O 0.8 -1.6 1.3
H 0.0 -0.7 -0.1
H 0.1 0.0 0.7
H 0.4 0.7 -0.2
H -0.7 0.1 -0.1
H -0.4 -0.3 0.1
H -0.5 -1.1 -0.9
H 0.0 -0.4 0.3
H -1.0 0.9 -0.2
C -1.6 -0.4 -1.0
C -0.1 0.4 0.5
C -0.5 0.6 1.1
O 0.7 1.7 0.5
H 0.6 -0.3 -0.6
H 1.1 0.3 0.4
H 0.2 -0.6 0.3
H -1.1 1.0 -0.2
H -0.2 0.0 0.4
H 0.4 -0.4 -1.4
H 0.8 -0.7 0.3
H -0.3 -1.7 -0.5
C 0.1 -0.4 0.1
C -0.3 1.1 0.0
C 0.4 -0.2 -0.2
O -0.3 -0.5 -0.2
H -0.3 -0.4 0.1
H -0.4 0.4 -0.1
H -0.5 0.3 0.4
H 0.7 0.1 0.3
H 0.9 0.4 0.0
H -0.6 -0.6 0.0
H -0.3 0.6 -0.2
H 0.8 -0.8 0.0
O 1.1 -0.4 0.0
H -1.1 0.0 0.3
H -0.1 0.5 -0.3
O 0.2 0.3 0.4
H 0.2 0.0 0.2
H -0.3 -0.3 -0.5
O -1.0 -0.3 -2.5
H -0.1 0.9 1.2
H 1.3 -0.9 1.2
O 0.6 0.1 -0.8
H -0.1 0.2 -0.1
H -0.9 -0.3 1.0

E_LUMO	0.0083	Eh
DFT total energy	-888.74711	hartree
frontier orbital gap	10.02	eV
ΔE to the lowest compared entry with this formula, charge and spin	112.87	kJ/mol
strongest force on any atom	3.1	eV Å⁻¹
SMILES string	CC(C)O.CC(C)O.CC(C)O.O.O.O.O


# 2
The following is a DFT calculation (ωB97M-V/def2-TZVPD) of a 7-piece molecular cluster, C42H30N3O26S overall.

Element x y z (Å)
1 N 0.3656 -0.3655 -3.3936
2 C 1.3728 -0.5870 -3.9456
3 O 2.5153 -0.7788 -4.4359
4 C 3.5421 -0.9606 -3.3303
5 C 4.7172 -0.0394 -3.6411
6 C 4.7103 1.1827 -2.6850
7 S 6.3800 1.3781 -1.8972
8 C 6.3743 -0.0520 -0.8621
9 N 6.8193 -1.2295 -1.0883
10 N 6.5196 -1.9293 0.0495
11 C 5.9251 -1.1766 0.8684
12 O 5.8005 0.0690 0.3361
13 H 3.8665 -2.0065 -3.4044
14 H 5.6160 -0.6470 -3.5143
15 H 4.7273 0.3165 -4.6837
16 H 4.3917 2.1165 -3.1472
17 H 4.0381 0.9350 -1.8637
18 H 5.5381 -1.4334 1.8351
19 C 1.5198 -2.2008 1.0611
20 C 1.0152 -3.0255 1.9832
21 C -0.1497 -3.9153 1.6910
22 O -0.5529 -4.6606 2.5743
23 C -0.7511 -3.8480 0.3700
24 C -0.2448 -3.0177 -0.5574
25 C 0.9305 -2.1498 -0.2746
26 O 1.3306 -1.4420 -1.1689
27 O -0.7507 -2.9069 -1.7838
28 O 1.5193 -3.1096 3.2268
29 H 2.3625 -1.5535 1.2580
30 H -1.6042 -4.4833 0.1761
31 H -0.1917 -2.2344 -2.2496
32 H 0.9741 -3.7767 3.6806
33 C -3.1695 -0.1956 -5.6747
34 C -4.1064 0.7480 -5.5406
35 C -4.8714 0.9222 -4.2646
36 O -5.7028 1.8134 -4.1979
37 C -4.5902 0.0157 -3.1646
38 C -3.6546 -0.9321 -3.2965
39 C -2.8679 -1.0945 -4.5630
40 O -2.0251 -1.9620 -4.6207
41 O -3.3664 -1.7870 -2.3106
42 O -4.4195 1.5920 -6.5295
43 H -2.6104 -0.3299 -6.5897
44 H -5.1596 0.1403 -2.2566
45 H -2.6487 -2.3601 -2.6577
46 H -5.1187 2.1673 -6.1704
47 C -6.1461 4.5824 1.0518
48 C -5.0004 4.5521 1.7431
49 C -3.9814 3.4714 1.5312
50 O -2.9532 3.5153 2.1766
51 C -4.2785 2.4241 0.5662
52 C -5.4262 2.4528 -0.1227
53 C -6.4335 3.5477 0.0672
54 O -7.4497 3.5288 -0.5997
55 O -5.7392 1.5161 -1.0138
56 O -4.6948 5.4722 2.6565
57 H -6.8869 5.3563 1.1938
58 H -3.5438 1.6415 0.4350
59 H -6.6120 1.7720 -1.3709
60 H -3.8189 5.2204 3.0105
61 C 1.0358 3.5786 5.5602
62 C 0.5933 3.0603 6.7117
63 C -0.7961 3.3220 7.2119
64 O -1.1461 2.8080 8.2573
65 C -1.6607 4.1864 6.4205
66 C -1.2169 4.7064 5.2709
67 C 0.1632 4.4244 4.7569
68 O 0.4983 4.9149 3.6984
69 O -1.9658 5.5025 4.5111
70 O 1.3533 2.2835 7.4816
71 H 2.0341 3.3955 5.1886
72 H -2.6542 4.3814 6.7989
73 H -1.4061 5.7298 3.7428
74 H 0.7972 2.0433 8.2454
75 C 10.4739 0.5672 2.2690
76 C 11.7723 0.4627 2.5695
77 C 12.6322 -0.6224 1.9922
78 O 13.8131 -0.6483 2.2941
79 C 12.0136 -1.5915 1.1053
80 C 10.7095 -1.4936 0.8023
81 C 9.8568 -0.3920 1.3597
82 O 8.6930 -0.3530 1.0313
83 O 10.1019 -2.3555 -0.0003
84 O 12.3850 1.3119 3.3965
85 H 9.8451 1.3461 2.6770
86 H 12.6406 -2.3778 0.7099
87 H 9.1648 -2.0700 -0.0643
88 H 13.3121 1.0130 3.4373
89 C -7.7836 -4.1984 -3.1793
90 C -6.8617 -3.3947 -2.6261
91 C -7.1882 -2.5263 -1.4422
92 O -6.3168 -1.8297 -0.9661
93 C -8.5505 -2.5596 -0.9217
94 C -9.4641 -3.3603 -1.4799
95 C -9.1322 -4.2455 -2.6432
96 O -10.0072 -4.9642 -3.0926
97 O -10.7210 -3.4233 -1.0408
98 O -5.6226 -3.3258 -3.0917
99 H -7.5627 -4.8291 -4.0286
100 H -8.7792 -1.9190 -0.0816
101 H -11.1661 -4.0749 -1.6139
102 H -5.1335 -2.6818 -2.5316

Atomic forces in eV per Å
N 0.2 -0.3 -1.1
C -0.6 0.5 1.2
O -0.4 -0.1 -0.9
C 1.0 0.0 0.7
C -0.9 -0.2 0.0
C 0.5 -1.1 0.3
S 0.2 0.2 0.0
C -0.4 1.5 -1.1
N 0.3 -0.2 -0.1
N 0.7 -2.5 -0.1
C -0.2 1.1 -0.6
O -0.7 0.1 1.4
H -0.2 0.1 -0.5
H 0.2 0.3 0.2
H 0.0 0.0 0.0
H 0.4 0.1 0.1
H -0.1 0.2 -0.1
H -0.1 0.2 0.1
C 0.0 0.0 0.0
C 0.4 0.3 0.1
C -0.4 -0.2 -0.4
O 0.2 0.1 0.2
C 0.0 -0.1 0.2
C -0.7 -0.5 -0.3
C 0.5 0.2 0.2
O 0.0 0.0 0.5
O 0.5 0.2 0.2
O -0.3 -0.2 -0.1
H 0.0 0.0 0.0
H 0.0 0.0 0.0
H -0.1 0.2 -0.2
H 0.0 -0.1 0.0
C 0.0 -0.1 0.1
C 0.3 -0.1 -0.3
C 0.1 -0.2 0.4
O -0.1 0.1 -0.3
C -0.2 -0.1 -0.1
C -0.1 0.3 0.3
C 0.2 0.1 -0.4
O -0.2 -0.3 0.2
O 0.0 -0.1 -0.6
O -0.2 0.1 0.2
H 0.0 0.0 0.0
H 0.2 -0.2 -0.2
H 0.2 0.0 0.3
H 0.0 0.1 0.0
C -0.1 -0.1 -0.1
C -0.4 0.4 0.1
C 0.0 -0.5 -0.4
O 0.1 0.2 0.3
C 0.2 0.1 0.2
C 0.4 -0.4 0.0
C -0.1 0.4 0.3
O 0.0 -0.3 -0.1
O -0.6 0.7 0.5
O 0.3 -0.3 -0.1
H 0.0 0.0 0.0
H 0.0 0.0 0.0
H 0.0 0.0 -0.2
H 0.0 0.0 0.1
C 0.0 0.1 -0.1
C 0.4 -0.1 -0.2
C -0.4 0.3 -0.1
O 0.3 -0.1 0.1
C 0.0 -0.1 0.2
C -0.5 0.0 0.2
C 0.5 -0.3 0.1
O -0.2 0.2 -0.1
O 0.3 0.1 -0.2
O -0.3 0.1 0.1
H 0.0 0.0 0.0
H 0.0 0.0 0.0
H 0.0 0.0 -0.1
H 0.0 -0.1 0.1
C -0.2 -0.1 -0.1
C -0.3 0.3 0.2
C 0.0 -0.5 -0.4
O 0.0 0.3 0.2
C 0.2 0.1 0.2
C 0.3 -0.5 -0.3
C 0.1 0.4 0.3
O -0.1 0.0 0.0
O -0.3 0.4 0.2
O 0.2 -0.2 -0.1
H 0.0 0.0 0.0
H 0.0 0.0 0.0
H -0.1 -0.1 -0.1
H 0.1 0.0 0.0
C -0.3 -0.1 0.0
C 0.1 -0.3 -0.5
C -0.4 0.1 0.3
O 0.2 0.0 -0.1
C 0.2 0.1 0.0
C -0.1 0.3 0.4
C 0.5 -0.2 -0.4
O -0.3 0.1 0.2
O 0.0 -0.2 -0.3
O -0.2 0.3 0.5
H 0.0 0.0 0.0
H 0.0 0.0 0.0
H 0.0 0.0 0.0
H 0.1 -0.2 0.0

E_LUMO	-0.0094	Eh
DFT total energy	-4137.07676	hartree
frontier orbital gap	2.72	eV
total charge	-1
strongest force on any atom	2.6	eV Å⁻¹